# 1
107
Properties=species:S:1:pos:R:3:forces:R:3:lowdin_charge:R:1 method="wB97M-V/def2-TZVPD" de_lowest_kj_mol=38.44 fmax_ev_per_a=0.68
Cd -0.2027 -0.1807 -0.2307 0.563 -0.162 0.340 1.4307
Br 2.1954 2.6731 -1.1916 0.097 -0.083 -0.133 0.8304
Cl 1.6886 -4.9954 -2.0740 -0.007 0.010 -0.019 0.6223
Cl -0.8726 -5.5908 -0.9097 -0.050 0.073 0.088 0.6231
Cl -0.5426 -3.1967 -2.4724 -0.035 0.020 0.014 0.6232
S 2.7472 -1.0243 4.3857 0.000 0.041 -0.105 1.0600
S -3.5194 -1.2547 3.6881 0.040 0.087 -0.011 1.0867
O 1.1990 -4.2791 0.8528 0.059 0.030 0.045 0.0100
O 0.5913 -2.2828 0.0684 -0.281 0.145 -0.342 -0.2280
N 2.3587 0.1680 -0.0159 -0.203 -0.042 0.090 0.0126
N -2.8445 0.0870 -1.7552 0.011 0.039 -0.110 0.0219
N 1.0899 0.1687 2.8650 -0.053 0.014 -0.069 0.0937
N -1.6617 -0.1911 2.3094 0.277 -0.116 -0.043 0.0456
N 0.2813 0.2023 -2.4969 -0.195 0.051 -0.079 0.0336
N -0.7732 0.8601 -3.0587 -0.111 -0.004 -0.110 0.0216
N -1.6998 2.3057 -1.1671 -0.204 0.022 0.037 0.0165
N -0.9473 1.9956 -0.0763 0.043 -0.158 -0.067 0.0227
N -2.3781 -0.7861 -0.8224 -0.018 -0.092 -0.008 0.0405
C 0.2216 3.0588 4.2807 0.010 0.030 0.006 -0.0798
C 3.0900 1.1210 -0.5601 -0.057 0.083 -0.029 -0.7443
C 4.7910 -0.6901 -4.1740 0.017 -0.010 0.020 -0.0843
C -2.0940 3.5945 -1.1112 0.086 0.064 0.021 -0.2626
C -2.9338 4.2680 -2.1463 0.022 -0.034 0.028 -0.0147
C -4.4124 -1.4291 -1.4866 -0.013 0.014 0.011 0.0206
C 3.0032 -0.8774 0.5166 0.096 -0.063 -0.064 -0.1297
C -2.1781 -4.0854 2.0761 0.018 -0.049 -0.071 -0.0964
C -2.9543 -0.2529 2.4043 -0.176 0.128 -0.048 -0.6415
C 1.1819 0.0379 -3.4659 0.059 0.019 -0.190 -0.2733
C 1.2826 3.9528 4.2501 -0.019 -0.031 -0.003 -0.0983
C -1.5659 4.1388 0.0405 0.008 -0.053 -0.083 0.0316
C -0.4586 2.7403 3.1150 -0.033 0.044 -0.034 -0.0408
C -1.4869 1.7868 -5.2955 0.016 -0.030 0.064 -0.0139
C -4.3295 -4.7778 1.2890 -0.018 0.005 0.003 -0.0782
C 2.7409 -1.7561 -2.6412 -0.050 0.001 0.050 -0.0552
C -1.0465 -0.9342 3.2962 -0.172 0.084 0.209 -0.3473
C 2.5089 -0.6023 -3.3773 0.033 0.062 0.153 -0.1686
C 3.9746 -2.3889 -2.6920 0.012 0.008 0.077 -0.0900
C 4.4694 1.0754 -0.6611 0.040 -0.031 -0.007 -0.1008
C -3.3264 -1.7109 -0.6432 0.024 -0.040 -0.105 -0.2656
C 5.0015 -1.8637 -3.4599 0.006 0.050 0.005 -0.0872
C -3.2699 -2.8300 0.3196 0.039 -0.037 0.011 -0.1630
C -2.1985 -3.0263 1.1826 0.066 -0.060 -0.158 -0.0957
C -4.0715 -0.2867 -2.1713 -0.042 -0.006 0.036 -0.2625
C -0.5427 1.0931 -4.3687 0.103 -0.013 0.020 -0.2592
C 2.3192 0.2240 3.2606 0.156 -0.086 0.165 -0.6418
C 1.1499 -1.6252 4.3155 0.035 -0.037 -0.013 -0.3386
C 3.3047 1.2723 2.8655 -0.061 0.063 0.069 -0.0638
C -1.9036 -1.5828 4.1291 -0.038 -0.009 0.030 -0.3463
C -0.0822 3.3070 1.9036 0.052 -0.136 0.011 -0.1789
C -4.3386 -3.7277 0.3865 0.003 -0.006 0.001 -0.0283
C 1.6635 4.5264 3.0448 0.004 0.005 -0.020 -0.0908
C 0.4059 -0.8539 3.4782 0.018 -0.089 -0.014 -0.3312
C 0.6976 0.5798 -4.6640 -0.034 0.055 -0.001 0.0237
C -4.8815 0.4462 -3.1891 0.030 -0.007 0.014 -0.0128
C 5.0178 -2.2339 1.1235 -0.025 0.019 -0.027 -0.0207
C 5.1163 -0.0215 -0.1200 -0.009 -0.038 -0.028 -0.0198
C -3.2477 -4.9628 2.1401 0.016 -0.005 -0.015 -0.0839
C 0.2440 -4.2779 -1.3121 0.048 0.040 0.000 -1.4748
C 3.5560 -0.0667 -4.1344 -0.038 -0.007 0.039 -0.0418
C -3.8975 0.5197 1.5408 -0.009 0.023 0.026 -0.0614
C -0.8526 3.1022 0.6548 -0.046 0.239 0.064 -0.2854
C 0.9837 4.2058 1.8792 0.010 -0.007 0.016 -0.0666
C 4.3825 -1.0210 0.5057 0.021 -0.003 -0.064 -0.2585
C 0.7248 -3.5401 0.0110 -0.121 -0.117 0.242 -0.8329
B -2.0416 1.2975 -2.2908 0.118 -0.080 0.094 -0.5367
H 1.9404 -2.1646 -2.0420 0.015 0.010 -0.018 0.0452
H 1.1844 0.5634 -5.6235 0.000 0.017 -0.017 0.1158
H 4.7546 -3.1345 0.5659 -0.006 0.001 -0.001 0.0857
H 6.1955 -0.0978 -0.1841 0.002 0.011 -0.003 0.1225
H 1.8082 4.2052 5.1624 0.003 0.000 0.008 0.1015
H -5.1688 -5.4609 1.3203 0.003 -0.001 0.001 0.1023
H 5.9618 -2.3619 -3.5019 0.000 -0.007 -0.003 0.1009
H 3.5764 1.8707 3.7361 -0.001 0.028 -0.014 0.0824
H -4.6225 -0.1362 1.0578 0.005 0.022 0.008 0.0774
H -5.3343 -1.9733 -1.5867 -0.007 -0.001 -0.008 0.1071
H -1.3570 -2.3569 1.1457 0.018 -0.079 -0.010 0.0631
H 2.8513 1.9311 2.1277 -0.019 -0.005 0.012 0.0682
H -1.6768 5.1445 0.4087 -0.014 0.009 -0.026 0.1186
H -3.3302 1.0465 0.7748 -0.019 -0.011 0.044 0.0602
H -5.1862 -3.6182 -0.2756 -0.008 0.015 -0.004 0.1006
H -5.8418 -0.0536 -3.3021 -0.005 0.004 -0.006 0.0831
H 6.1034 -2.1444 1.1390 0.004 -0.003 0.001 0.0798
H 3.3993 0.8523 -4.6843 -0.024 0.007 -0.024 0.1110
H -1.6904 2.8079 -4.9733 -0.009 0.006 -0.003 0.0741
H 4.1214 -3.3056 -2.1345 0.007 0.009 0.006 0.0862
H -1.2860 2.0467 3.1375 -0.004 -0.010 0.001 0.0950
H -2.4388 4.2777 -3.1175 -0.007 -0.004 -0.007 0.0760
H -1.6741 -2.2086 4.9752 0.045 0.027 0.013 0.0815
H -3.1102 5.2980 -1.8421 -0.007 0.001 -0.006 0.0828
H -3.8976 3.7743 -2.2688 -0.011 0.000 -0.007 0.0770
H -2.4402 1.2640 -5.3670 -0.016 0.000 -0.006 0.0735
H 5.0099 1.8722 -1.1497 -0.014 0.018 0.012 0.1034
H 2.3740 -1.6476 0.9454 0.027 0.045 0.035 0.1019
H 1.2812 4.6460 0.9354 -0.022 0.027 0.047 0.0854
H -1.3061 -4.2302 2.7009 0.002 0.009 0.005 0.1144
H 0.8539 -2.4944 4.8783 -0.043 0.001 -0.009 0.0764
H 4.6654 -2.3769 2.1458 -0.001 -0.009 0.010 0.0687
H -1.0410 1.8236 -6.2878 -0.006 0.001 -0.001 0.0832
H 5.5895 -0.2619 -4.7669 0.004 -0.003 0.000 0.1007
H -4.4427 1.2482 2.1436 0.000 0.008 -0.002 0.0844
H -2.7409 1.8623 -3.0652 -0.035 0.032 -0.032 0.0998
H 2.4883 5.2269 3.0108 0.007 -0.002 0.000 0.1032
H -5.0632 1.4790 -2.8918 -0.003 0.000 -0.004 0.0776
H 4.2138 0.8326 2.4571 0.008 0.003 -0.016 0.0697
H -0.0800 2.6062 5.2172 -0.005 0.000 0.003 0.1061
H -3.2353 -5.7933 2.8341 0.001 -0.002 -0.002 0.1035
H -4.3881 0.4617 -4.1608 0.001 0.003 -0.005 0.0750

---

# 2
8
Properties=species:S:1:pos:R:3:forces:R:3:nbo_charge:R:1 method="wB97M-V/def2-TZVPD" de_lowest_kj_mol=461.92 fmax_ev_per_a=3.75
O 0.4974 -0.3401 -0.4375 0.081 0.528 0.080 -0.8756
O -1.3477 0.6966 0.5659 -0.151 0.631 0.197 -0.8860
O 0.5904 1.9352 0.1172 1.482 2.467 0.006 -0.3773
N 3.7965 2.8450 -1.9286 2.808 1.106 -1.913 -0.4287
C 2.9111 2.4845 -1.3258 -2.960 -1.140 2.009 0.4218
B -0.0809 0.8100 0.0880 -1.523 -3.378 -0.228 1.1469
H -1.6984 -0.1916 0.4729 0.046 -0.115 -0.038 0.5047
H 1.3980 -0.2214 -0.7424 0.217 -0.100 -0.112 0.4943

---

# 3
101
Properties=species:S:1:pos:R:3:forces:R:3:lowdin_charge:R:1 method="wB97M-V/def2-TZVPD" total_energy_ha=-4141.83154 charge=+1 fmax_ev_per_a=12.00
S -0.4884 -3.3355 0.2192 0.848 -0.474 0.855 0.3355
P 0.7977 -4.7023 0.7340 0.518 -0.290 -3.709 0.4153
F 3.9590 -2.4924 4.1636 -3.277 1.842 -3.141 0.0065
O 0.9200 -1.9631 4.7762 0.390 -5.183 -6.926 0.0213
O 4.6861 0.8045 -2.2348 -0.958 -1.230 1.026 0.0594
O -5.4052 5.1527 -5.6279 1.420 -0.391 -0.912 0.0508
O 2.4765 -4.2558 0.3666 -2.513 -1.676 3.304 -0.2563
O -5.1508 -3.2574 -1.9782 1.455 -0.863 0.205 0.0456
O -2.0774 5.4458 5.0137 -0.304 0.110 -1.873 0.0585
O 3.5349 5.5854 -3.2929 -0.031 1.406 -0.561 0.0350
O -4.0979 0.4530 -2.5277 1.147 1.152 0.125 0.0456
O -3.7987 5.3038 -7.1278 -0.968 -0.706 1.373 0.0503
O 3.8715 2.6568 0.9788 -1.554 0.911 -0.148 0.0287
O -1.7564 -3.4781 -5.4399 1.518 -0.854 0.016 0.0385
O 0.4572 -6.1270 -0.2609 1.492 2.798 1.059 -0.2772
O 1.8080 3.3820 1.2424 1.520 -0.452 -0.506 0.0386
O 2.0935 8.4461 1.5048 -0.760 -1.775 -0.459 0.0691
O -2.5807 6.3909 3.0883 0.434 -1.177 1.125 0.0423
O 3.4974 -0.3299 3.1718 -2.389 -9.781 0.683 0.0432
O -5.4158 0.8895 1.3286 0.653 -1.460 -0.647 0.0461
O 2.4987 -6.8954 2.2562 4.110 1.193 1.586 -0.0849
O -2.7259 2.0665 -3.1344 -0.886 -1.312 1.038 0.0595
O 1.6537 6.5523 0.4687 -0.025 1.211 1.064 0.0282
O -0.2411 -4.9828 -4.8987 -0.773 1.514 -0.632 0.0527
O 3.3142 -0.8090 -1.6280 1.057 1.127 0.116 0.0328
O -4.2466 -0.9072 0.8201 -1.142 1.117 0.145 0.0253
O 3.0692 7.3186 -4.5707 0.880 -1.081 1.506 0.0645
O -3.6354 -4.7621 -1.4370 -0.722 1.433 -0.655 0.0343
N 4.1932 0.0316 -1.4049 -0.053 0.152 -0.992 -0.4190
N 3.6571 6.7681 -3.6324 -0.767 -0.346 -0.767 -0.4159
N 2.8779 3.3036 0.6275 -0.203 -0.181 0.641 -0.3967
N -4.0027 -3.7167 -1.9857 -0.663 -0.350 0.495 -0.4071
N -5.2710 -0.2151 0.7921 0.394 0.300 0.402 -0.4184
N 1.8847 -2.1335 2.5507 0.985 -0.438 3.392 0.1134
N -4.3871 4.7418 -6.1967 -0.458 0.974 -0.390 -0.4264
N -2.2857 5.4201 3.7951 -0.140 0.952 0.618 -0.4216
N 0.0691 -6.2065 5.1567 -0.929 -0.175 -0.534 0.0131
N -3.2189 1.2936 -2.3045 -0.138 0.176 -0.974 -0.3990
N 1.5039 7.3655 1.3881 0.755 0.645 -0.451 -0.4079
N -0.6084 -3.9373 -5.4474 -0.553 -0.536 0.388 -0.4104
N 5.2788 -6.8681 2.3891 -12.002 -0.105 -0.056 0.1613
C -2.1695 4.0981 3.1223 -0.037 -0.170 -0.296 0.0380
C 2.9843 4.0545 -0.6526 -0.260 0.185 -0.293 0.0238
C -3.8139 3.4539 -5.7208 -0.096 -0.210 0.236 0.0227
C 1.0016 -2.7020 3.6344 -0.913 4.060 6.048 -0.2184
C 4.7008 0.1172 -0.0089 0.263 0.022 0.169 0.0178
C -6.4326 -0.7660 0.0431 -0.368 0.085 -0.125 0.0477
C 0.5756 -5.2225 2.5530 0.313 -1.553 1.121 -0.2839
C 3.1343 -1.6217 3.2854 2.039 8.097 -0.053 -0.1927
C -2.7113 1.3792 -0.9085 0.252 0.204 0.167 0.0435
C 0.5238 7.0064 2.4484 -0.147 0.158 0.239 0.0392
C 1.8850 -5.9609 3.2326 -0.994 0.347 1.094 -0.2493
C 0.1569 -4.6975 5.1284 1.732 2.985 0.812 -0.0864
C 0.0920 -4.0560 3.5842 -0.191 -0.143 0.153 -0.1636
C 0.4294 -3.1650 -6.1824 0.038 0.309 -0.218 0.0475
C -2.9649 -2.9443 -2.7207 -0.052 0.221 -0.147 0.0328
C 3.9692 -6.8828 2.3745 6.902 0.117 -0.325 -0.1319
C 1.2583 -6.9037 4.4645 0.672 -1.346 -1.970 -0.0328
C 4.5962 7.6098 -2.8427 0.206 0.008 0.258 0.0423
H 2.0745 -7.2755 5.2155 -1.747 0.954 -1.260 0.1693
H 5.1224 -0.8565 0.2487 -0.186 0.086 -0.089 0.1019
H -4.4298 3.0738 -4.9030 0.146 0.208 -0.262 0.0815
H 0.8589 6.0725 2.9042 -0.062 0.076 -0.197 0.1001
H -0.6122 -4.1525 5.8450 1.435 -1.542 -1.638 0.1765
H -3.5574 1.6287 -0.2650 0.120 -0.182 -0.088 0.0817
H 0.5369 -5.8691 -1.2465 -0.188 -0.270 2.156 0.1088
H -2.3777 4.2239 2.0577 0.029 0.099 0.303 0.0945
H 2.9694 -4.3146 1.2592 -0.748 0.260 -2.115 0.0630
H -2.5680 -3.5905 -3.5062 -0.075 0.085 0.313 0.0692
H 2.6648 -5.1745 3.6478 -1.492 -1.659 -0.948 0.1738
H 0.7657 -7.8335 3.9021 1.355 1.880 1.323 0.1766
H -0.2856 -6.0504 2.5512 1.742 1.797 -0.443 0.1588
H -6.7053 -1.7148 0.5095 0.189 0.098 -0.184 0.1071
H 3.8547 0.3667 0.6347 0.241 -0.159 -0.129 0.0656
H 0.4947 7.8085 3.1890 0.068 -0.162 -0.274 0.1059
H 3.8048 4.7675 -0.5492 -0.119 -0.257 -0.063 0.1012
H 1.2049 -2.8893 -5.4648 -0.089 -0.185 -0.139 0.1040
H -0.4506 6.8879 1.9699 0.225 -0.052 0.056 0.0872
H -2.2897 0.4055 -0.6510 -0.256 0.127 -0.006 0.0939
H 5.0401 6.9989 -2.0538 -0.182 0.083 -0.255 0.0913
H -2.7967 3.6529 -5.3772 -0.182 -0.056 -0.185 0.0950
H 2.0420 4.5749 -0.8363 0.309 -0.178 0.175 0.0815
H -7.2599 -0.0555 0.1018 0.315 -0.098 0.083 0.1016
H -3.8200 2.7592 -6.5632 0.116 0.200 0.107 0.1033
H -1.9459 2.1566 -0.8579 -0.216 -0.168 -0.168 0.0977
H -3.4266 -2.0530 -3.1511 -0.004 -0.260 0.151 0.0875
H -2.1894 -2.6686 -2.0031 -0.108 -0.194 -0.107 0.0456
H -2.9001 3.4293 3.5817 0.213 0.112 0.015 0.1022
H -0.8305 -6.4663 4.6513 1.328 0.116 0.822 0.1966
H 5.3653 7.9754 -3.5262 -0.243 0.024 0.083 0.1036
H 5.4662 0.8945 0.0417 -0.301 -0.204 -0.093 0.0978
H -1.0321 -3.7246 3.3744 2.567 -0.658 0.159 0.1764
H -1.1499 3.7386 3.2760 -0.203 0.026 0.095 0.0977
H 3.1852 3.3295 -1.4440 0.174 0.119 0.167 0.0979
H -0.0322 -2.2737 -6.6128 0.013 -0.285 0.165 0.1000
H -0.0261 -6.5762 6.1343 0.101 0.560 -0.944 0.2005
H 1.2335 -4.4263 5.5686 -2.431 -0.621 -0.880 0.1680
H -6.1191 -0.9081 -0.9932 0.064 -0.136 0.221 0.0866
H 0.8264 -3.8112 -6.9679 0.000 0.052 0.252 0.1060
H 1.3502 -1.2876 2.1869 1.247 -1.087 0.322 0.1663
H 4.0205 8.4332 -2.4151 0.109 -0.100 -0.195 0.1053